49
Properties=species:S:1:pos:R:3:mulliken_charge:R:1 method="wB97M-V/def2-TZVPD" de_lowest_ev=1.890 molar_mass_g_mol=646.76 energy_ha=-1955.73036 gap_ev="5.5 / 5.5" charge=+2 homo_energy_ev="-15.12 / -15.12"
H 0.49747 4.81020 -2.79051 0.32
C 3.97944 -3.96298 -0.78842 -0.98
N -4.27579 -0.02896 2.20661 -0.10
Sb 2.93780 -2.16021 -0.61928 0.89
Cl 1.21281 -3.31882 1.25599 -0.42
C -3.60997 -1.28107 0.23792 -0.05
C -1.63481 -2.92477 -0.72158 -0.19
H 4.86364 -0.99530 0.72003 0.42
H 4.41452 -0.83377 -2.23342 0.41
H 3.31920 -0.19590 1.13937 0.41
C -3.93231 -2.56160 -0.18201 -0.31
H 2.41619 5.20491 -0.25230 0.33
H 5.02258 -3.63934 -0.83550 0.38
N -1.33203 -1.65432 -0.36322 -0.21
H -3.52737 -0.55490 4.05114 0.44
O -5.61673 -0.02121 0.36706 -0.54
C -2.93090 -3.37629 -0.69866 -0.79
H -1.70966 4.02622 -0.22478 0.31
H 2.84217 0.05474 -2.07682 0.19
C 2.32694 4.12198 -0.14080 -0.93
H -0.52079 3.36807 -2.87033 0.32
H -3.13910 -1.69505 2.76050 0.35
H -3.14454 -4.37382 -1.05488 0.43
H 3.73610 -1.76858 1.88037 0.40
H -0.77129 4.14088 1.27198 0.31
Si 0.64556 3.58127 -0.70226 0.03
H -0.81571 -3.54802 -1.04679 0.45
C 3.81610 -1.15481 0.98646 -1.19
C -0.76541 4.36727 0.20496 -0.93
C 3.32347 -0.90558 -2.25167 -0.88
H 3.09517 3.65539 -0.76118 0.29
H 3.69141 -4.49658 -1.69091 0.38
C 0.52877 1.73117 -0.30462 -0.01
H -0.72056 5.45354 0.09918 0.34
C 0.44502 3.74887 -2.53415 -0.92
H 3.78555 -4.57433 0.08874 0.35
Pt 0.38211 -1.28408 0.46370 0.66
C 0.41890 0.57203 0.00166 0.13
H 1.22497 3.23220 -3.09585 0.32
C -3.23874 -0.63873 3.00440 -0.60
O -1.94345 -0.09378 2.79588 -0.40
H -4.95167 -2.91875 -0.10014 0.54
H 2.52715 3.87589 0.90267 0.33
C -2.31837 -0.82570 0.06258 -0.15
C -4.61870 -0.38695 0.93049 0.11
H -2.04633 0.19657 0.26442 0.78
H 2.96559 -1.34125 -3.18092 0.40
H -4.94601 0.57808 2.65804 0.26
H -1.90835 0.79619 3.16687 0.29

=====

59
Properties=species:S:1:pos:R:3:mulliken_charge:R:1 method="wB97M-V/def2-TZVPD" molar_mass_g_mol=536.64 energy_ha=-2614.26912 gap_ev=2.2 charge=+2 homo_energy_ev=-13.76
C -2.27398 2.27651 -0.64254 -0.42
H 0.09515 1.50301 -0.27065 0.71
H -0.82229 -3.41660 0.32888 0.39
C 2.61377 -1.67435 -1.63134 -0.56
H -2.34342 -2.50025 1.69070 0.31
H 0.79973 1.34947 2.48101 0.19
O -0.97906 -1.01083 -0.13799 -0.20
F 1.84206 -6.00689 0.98612 -0.28
P -0.48020 -2.13570 -2.47642 0.14
C -0.50288 1.30850 0.64556 0.25
H -0.69098 -0.45737 -3.84786 0.28
H -1.13236 3.75713 -1.90351 0.45
H 0.68487 4.36001 3.89506 0.25
C -0.62719 -0.23893 0.99795 -0.53
H -0.50023 2.65047 2.40215 0.43
C 1.09516 4.26158 1.70293 0.55
C 1.46286 -0.95728 -0.81630 -1.02
N 0.08084 -0.96409 -3.40881 -0.60
H -3.39316 2.33967 -0.57432 0.73
O 1.19029 2.96829 1.18098 -0.30
P -2.16124 -0.32918 2.17465 0.22
C 0.25364 2.07382 1.82090 -0.84
O -1.72590 0.40617 3.59999 -0.44
H -1.90236 -2.05054 -2.52828 0.15
H -1.85897 -2.32765 3.24363 0.38
F -2.57257 5.87989 -1.89428 -0.25
C -2.67422 1.54209 -2.73245 0.58
H 0.23300 -0.62639 1.59764 0.85
H 3.23670 -2.28100 -0.91893 0.25
N -2.54086 -1.97517 2.55176 -0.63
Mg -0.64106 -6.64393 -0.40770 0.93
H 2.26613 -2.37564 -2.42708 0.37
O -1.83407 1.83268 0.63218 -0.42
H 1.43087 -4.04799 -1.49207 0.53
H 1.91272 -0.68679 0.17777 0.53
C 2.20602 -4.83360 0.35981 0.93
C 1.01213 -4.26317 -0.48802 0.67
H -1.17561 4.09290 -0.11112 -0.31
H 0.01510 -3.38538 -2.95428 0.21
O -3.28994 1.93188 -3.59383 -0.34
C -2.91554 4.74071 -1.19942 0.58
C -1.77481 3.72606 -0.98596 -0.16
H 0.30753 -5.16302 -0.62246 -1.74
O 0.73754 5.18495 1.06110 -0.46
H 1.26787 0.01950 -1.32628 0.34
H 2.95144 -0.18509 -2.93154 0.35
H 0.60425 -2.83317 1.22330 0.31
N -2.01037 1.28807 -1.73671 -0.34
C 0.12596 -1.75250 -0.70520 0.66
H 1.87701 5.60809 3.19692 0.35
N 3.52745 -0.70320 -2.26008 -0.64
F 2.75889 -3.93885 1.18174 -0.19
H -0.96152 -0.09725 3.95531 0.38
H 2.40646 3.89971 3.39035 0.32
O -4.01148 4.66298 -0.80699 -0.43
C 1.52297 4.55729 3.19207 -0.90
F 3.18509 -5.19182 -0.52526 -0.25
C 0.24394 -3.07785 0.19635 -0.58
H 3.84883 -0.08994 -1.50911 0.29

=====

49
Properties=species:S:1:pos:R:3:mulliken_charge:R:1 method="wB97M-V/def2-TZVPD" molar_mass_g_mol=335.37 energy_ha=-1193.09987 gap_ev=9.6 charge=0 smiles="CCCCC[C@@]1(C[C@@H](C)O)OC(=O)[C@@H](F)[C@H]1ON=O.CC(C)=O" homo_energy_ev=-9.81
O 0.82958 0.69851 1.99313 -0.35
H -0.48166 -2.79171 0.28093 0.40
C -1.34764 2.68562 -1.91864 -1.63
C 2.00545 -0.58833 -0.79413 -0.71
C -2.25545 -5.21716 -1.64716 0.79
C -3.73745 -5.27608 -1.36379 -1.10
H 3.66298 0.73981 -0.53578 0.55
N 1.09276 5.29947 2.53307 0.13
H -0.53278 -1.09549 0.81239 0.15
H -0.54850 -1.51514 -0.91858 0.27
O 0.40830 6.13388 2.13382 -0.27
H 0.14769 3.59572 -0.69401 0.29
C 1.39012 -1.75306 0.01244 -0.52
H 1.25259 -0.13699 -1.44891 0.42
C 2.75206 0.49186 0.01563 -1.00
C -0.78208 3.04592 -0.54543 0.35
F 2.73521 3.06604 3.63300 -0.35
H -0.68687 -5.87892 -2.93838 0.28
H 1.70359 -2.69502 -0.44213 0.45
H 3.09113 0.07658 0.96497 0.43
H -2.25307 -5.64725 -3.74911 0.34
H 0.89866 2.51108 4.20625 0.31
H -3.96590 -4.67599 -0.48656 0.29
C -1.76270 -6.00044 -2.84030 -1.11
H -1.99916 -7.05869 -2.71683 0.33
H -4.04429 -6.30852 -1.18797 0.33
O -1.50231 -4.57524 -0.95436 -0.49
H 2.76206 2.54097 0.63363 0.50
H 2.74862 -1.02849 -1.46308 0.36
H -0.54797 2.50132 -2.63548 0.34
C 2.04006 1.83689 0.20878 -1.08
H 1.80059 2.22535 -0.78428 0.34
H 1.78624 -1.73734 1.03002 0.30
O 1.21251 4.22311 1.53568 -0.30
H -0.45038 0.90717 -0.36003 0.00
C 1.55111 2.46935 3.33075 0.44
H -4.29785 -4.89697 -2.22018 0.33
H -1.96329 3.50738 -2.28938 0.48
O 2.44301 0.20009 3.48448 -0.55
O -1.65109 3.92324 0.17184 -0.55
C 0.77779 1.84761 1.09408 1.79
H -2.54893 3.78522 -0.14375 0.41
C 1.70190 0.98765 2.99663 0.15
C 0.78730 3.01044 2.10338 -0.65
C -0.50490 1.78203 0.28818 -1.22
H -1.97660 1.79386 -1.86185 0.38
H -0.24963 3.12101 2.44322 0.68
H -1.34773 1.65180 0.97181 0.30
C -0.14309 -1.78212 0.06205 -1.00